[1]
The molecule C19H25NO5, computed with ωB97M-V with the def2-TZVPD basis set.

## Properties
- SMILES: O=C(O)CC1(CC(=O)Nc2ccc3c(c2)OCCCO3)CCCCC1
- Spin multiplicity: 1
- Energy above the lowest of the compared OMol25 structures with the same formula, charge and spin: 95.3 kJ/mol
- Calculated total energy: -31837.4455 eV
- Molecular weight: 347.41 g/mol
- E_LUMO: 0.019 Ha

Each line ends with the Mulliken charge.
Cartesian coordinates (Å):
O: -1.51 -2.52 0.69  -0.6767
C: -2.56 -2.60 0.11  0.5928
O: -2.77 -3.50 -0.85  -0.4730
H: -1.98 -4.05 -1.00  0.3865
C: -3.78 -1.76 0.35  -1.4688
H: -4.15 -1.97 1.36  0.5055
H: -4.54 -2.07 -0.36  0.4325
C: -3.51 -0.23 0.21  2.3800
C: -2.87 0.01 -1.16  -1.4871
C: -2.83 1.47 -1.59  -0.4505
C: -4.22 2.10 -1.53  -0.8994
C: -4.77 1.95 -0.12  -0.5306
C: -4.88 0.47 0.24  -1.8070
H: -5.54 -0.01 -0.49  0.4412
H: -5.34 0.35 1.22  0.4511
H: -4.11 2.46 0.58  0.3188
H: -5.76 2.41 -0.05  0.4330
H: -4.16 3.15 -1.80  0.4171
H: -4.89 1.60 -2.24  0.3400
H: -2.16 2.04 -0.95  0.1286
H: -2.44 1.53 -2.61  0.4090
H: -1.85 -0.40 -1.19  0.3965
H: -3.46 -0.55 -1.90  0.5766
C: -2.67 0.24 1.43  -1.3603
C: -1.37 0.98 1.13  0.2319
O: -1.27 2.19 1.21  -0.6789
N: -0.35 0.13 0.80  0.2149
C: 0.96 0.43 0.44  0.4230
C: 1.81 -0.64 0.21  -0.8264
C: 3.14 -0.45 -0.17  0.1419
C: 3.62 0.86 -0.31  0.6266
C: 2.75 1.92 -0.07  -0.6119
C: 1.44 1.73 0.30  -0.5360
H: 0.79 2.57 0.48  0.5441
H: 3.14 2.92 -0.19  0.4200
O: 4.89 1.17 -0.76  -0.5277
C: 5.96 0.81 0.09  -0.4700
C: 5.94 -0.67 0.50  -0.6651
H: 5.39 -0.80 1.43  0.3080
H: 6.96 -1.02 0.65  0.4014
C: 5.25 -1.51 -0.58  -0.4858
H: 5.46 -1.09 -1.58  0.3088
O: 3.85 -1.60 -0.37  -0.4669
H: 5.59 -2.54 -0.55  0.3463
H: 5.95 1.45 0.99  0.2949
H: 6.86 1.04 -0.49  0.3375
H: 1.46 -1.65 0.31  0.5097
H: -0.57 -0.86 0.84  0.1057
H: -3.27 0.92 2.04  0.5018
H: -2.41 -0.62 2.05  0.4967

***

[2]
A cluster of 2 separate species, C5H11O2Si in total in a non-equilibrium geometry, computed with ωB97M-V with the def2-TZVPD basis set.

## Properties
- Spin multiplicity: 1
- Energy above the lowest of the compared OMol25 structures with the same formula, charge and spin: 376.4 kJ/mol
- Calculated total energy: -17334.4319 eV
- Charge: -1
- Molecular weight: 131.23 g/mol
- E_LUMO (alpha / beta): 0.137 / 0.137 Ha

Each line ends with the Mulliken charge.
Cartesian coordinates (Å):
C: -2.72 0.35 -0.30  0.4321
C: 2.40 1.36 -0.19  -0.8106
C: -0.47 -0.21 1.85  -1.1984
C: -0.91 -1.89 -0.59  -1.1425
C: 1.57 0.89 -1.29  -0.7429
O: -3.24 0.71 0.74  -0.5889
O: -3.22 -0.03 -1.36  -0.6497
Si: -0.79 -0.04 -0.08  0.4270
H: 2.82 0.68 0.62  0.2470
H: 3.43 1.63 -0.61  0.3062
H: 1.84 2.09 0.35  0.2241
H: 0.03 0.76 2.26  0.2593
H: -1.35 -0.10 2.40  0.4098
H: -0.14 -1.16 2.16  0.3795
H: -1.60 -2.13 -1.40  0.3520
H: 0.16 -2.21 -0.73  0.2404
H: -1.28 -2.62 0.18  0.3625
H: 2.04 0.15 -1.99  0.2717
H: 1.42 1.77 -2.02  0.2214

***

[3]
A structure of composition C25H45ClP2Sc in a non-equilibrium geometry, computed with ωB97M-V with the def2-TZVPD basis set.

## Properties
- Spin multiplicity: 1
- Energy above the lowest of the compared OMol25 structures with the same formula, charge and spin: 265.4 kJ/mol
- Calculated total energy: -78438.7246 eV
- Charge: +1
- Molecular weight: 487.99 g/mol
- E_LUMO (alpha / beta): -0.154 / -0.159 Ha

Each line ends with the Mulliken charge.
Cartesian coordinates (Å):
Sc: -1.85 -3.32 -1.88  -1.5643
C: 1.99 0.58 -1.32  0.4514
C: 0.85 1.11 -2.01  0.6498
C: 0.91 1.98 0.13  0.1955
C: 1.99 1.06 0.01  0.0538
C: 0.20 2.00 -1.10  0.6553
C: 2.95 -0.43 -1.83  -1.2632
H: 2.61 -0.91 -2.76  0.4033
H: 3.13 -1.25 -1.12  0.3106
H: 3.93 0.02 -2.02  0.3299
C: 2.91 0.69 1.12  -1.5823
H: 3.55 -0.15 0.84  0.3995
H: 2.38 0.41 2.05  0.2461
H: 3.54 1.56 1.37  0.4086
C: 0.59 2.79 1.33  -1.5258
H: 0.92 3.83 1.16  0.3237
H: 1.13 2.46 2.23  0.3530
H: -0.48 2.84 1.59  0.2862
C: -1.07 2.72 -1.35  -1.5244
H: -0.89 3.78 -1.54  0.3396
H: -1.74 2.67 -0.49  0.2335
H: -1.61 2.31 -2.19  0.2978
C: 0.40 0.76 -3.38  -1.3130
H: 0.76 1.43 -4.17  0.2874
H: -0.70 0.79 -3.43  0.2132
H: 0.71 -0.25 -3.65  0.2425
C: -1.93 -5.48 -2.07  -0.3969
C: -0.95 -4.99 -2.96  0.2063
C: -1.18 -4.65 -4.42  -0.9667
C: -2.46 -3.82 -4.67  -1.4076
C: -2.97 -2.95 -3.58  0.1171
C: -3.86 -3.26 -2.53  0.0369
C: -4.40 -4.62 -2.15  -0.8825
C: -3.38 -5.79 -2.39  -1.2434
H: -1.20 -5.58 -5.03  0.4355
H: -3.23 -4.47 -5.07  0.3689
H: -0.29 -4.09 -4.75  0.4371
H: -3.58 -6.21 -3.38  0.3813
H: -1.53 -6.07 -1.23  0.8310
H: 0.07 -5.37 -2.78  0.5636
H: -3.65 -6.63 -1.72  0.4179
H: -4.69 -4.71 -1.08  0.1597
H: -4.40 -2.43 -2.07  0.3904
H: -5.35 -4.81 -2.70  0.5367
H: -2.26 -3.19 -5.55  0.4369
H: -2.71 -1.89 -3.67  0.5927
P: -0.03 -3.44 0.18  0.7114
P: -3.26 -0.53 -0.19  1.0137
C: -1.93 -3.80 0.58  -0.5490
C: -2.91 -2.62 0.73  -1.5714
H: -1.91 -4.42 1.50  0.7797
H: -2.44 -4.59 -0.09  0.1223
H: -3.92 -3.06 0.71  0.5804
H: -2.85 -2.16 1.73  0.5631
C: -4.15 0.14 1.21  -1.3152
H: -4.01 1.23 1.26  0.3852
H: -3.81 -0.32 2.13  0.4348
H: -5.21 -0.06 1.05  0.4045
C: -4.66 -0.02 -1.40  -1.3394
H: -5.62 -0.41 -1.01  0.4648
H: -4.42 -0.44 -2.41  0.3343
H: -4.68 1.10 -1.45  0.4510
C: 0.90 -4.98 0.15  -1.3230
H: 1.91 -4.78 -0.25  0.4331
H: 0.35 -5.60 -0.56  0.3356
H: 0.94 -5.42 1.17  0.4660
C: 0.47 -2.71 -1.63  0.6620
H: 0.81 -1.69 -1.41  -1.1330
H: -0.17 -2.58 -2.54  0.0199
H: 1.32 -3.39 -1.88  0.8031
Cl: -0.25 -0.71 1.25  0.0220
C: 0.74 -2.22 1.26  -0.5618
H: 0.85 -2.55 2.30  0.6639
H: 1.75 -1.96 0.92  0.2198

***

[4]
A cluster of 2 separate species, C22H24BF3N in total in a non-equilibrium geometry, computed with ωB97M-V with the def2-TZVPD basis set.

## Properties
- Spin multiplicity: 1
- Calculated total energy: -33515.3270 eV
- Charge: +1
- Molecular weight: 370.25 g/mol
- E_LUMO: -0.163 Ha

Each line ends with the Mulliken charge.
Cartesian coordinates (Å):
F: 4.05 0.52 -2.63  -0.3114
C: 3.96 -0.78 -2.18  0.2887
C: 5.12 -1.50 -1.95  -0.7216
C: 4.97 -2.81 -1.53  0.3583
F: 6.10 -3.57 -1.34  -0.3090
C: 3.73 -3.38 -1.28  -0.9662
C: 2.56 -2.62 -1.48  1.0905
C: 1.25 -3.25 -1.00  -0.7307
C: -0.12 -3.00 -1.63  0.9920
C: -1.10 -4.00 -1.42  -0.9289
C: -2.44 -3.77 -1.76  -0.4137
C: -2.85 -2.52 -2.23  -0.7026
C: -1.87 -1.57 -2.44  0.4489
F: -2.25 -0.28 -2.74  -0.3511
C: -0.49 -1.82 -2.29  -0.6332
C: 2.69 -1.31 -1.96  -0.5698
H: 6.10 -1.04 -2.05  0.4953
H: 3.67 -4.42 -0.96  0.4466
H: 1.42 -4.34 -0.99  0.4682
H: -0.80 -4.98 -1.03  0.3907
H: -3.18 -4.56 -1.62  0.3994
H: -3.91 -2.29 -2.41  0.4410
H: 0.23 -1.10 -2.69  0.4500
H: 1.84 -0.68 -2.19  0.2550
C: -1.18 4.48 0.32  -1.5059
C: -1.94 3.71 1.40  1.8633
C: -2.10 4.59 2.65  -2.0415
C: -3.33 3.33 0.86  -1.5159
C: -1.17 2.42 1.75  0.7213
C: -0.68 2.16 3.04  -0.4708
C: 0.01 0.99 3.29  -0.6478
N: 0.26 0.10 2.28  -0.0006
B: 1.02 -1.16 2.42  0.3003
H: 1.16 -2.97 0.05  0.1035
C: -0.21 0.34 1.03  -0.5318
C: -0.93 1.47 0.75  -0.8043
H: -1.10 3.88 -0.59  0.3323
H: -1.69 5.42 0.08  0.4344
H: -0.17 4.71 0.66  0.3848
H: -2.64 4.03 3.42  0.4329
H: -1.10 4.85 3.02  0.4379
H: -2.65 5.51 2.42  0.3964
H: -3.88 2.73 1.59  0.3761
H: -3.91 4.23 0.63  0.4409
H: -3.23 2.73 -0.05  0.3419
H: -0.84 2.86 3.87  0.5391
H: 0.40 0.74 4.27  0.4407
H: 2.16 -1.11 2.13  0.0497
H: 0.36 -2.13 2.52  0.0393
H: 0.01 -0.38 0.25  0.5452
H: -1.30 1.59 -0.27  0.4525

***

[5]
A cluster of 2 separate species, C2H4N2O in total in a non-equilibrium geometry, computed with ωB97M-V with the def2-TZVPD basis set.

## Properties
- Spin multiplicity: 1
- Energy above the lowest of the compared OMol25 structures with the same formula, charge and spin: 336.7 kJ/mol
- Calculated total energy: -7162.9899 eV
- Molecular weight: 72.07 g/mol
- E_LUMO (alpha / beta): -0.024 / -0.022 Ha

Each line ends with the Mulliken charge.
Cartesian coordinates (Å):
C: 1.24 -0.07 -0.31  0.1807
C: -0.11 0.40 -0.59  0.1583
N: 2.21 -0.59 0.01  -0.4181
N: -0.75 1.12 0.33  -0.3275
O: -0.47 -1.76 0.03  -0.7138
H: -0.46 0.23 -1.62  0.3417
H: -1.69 1.39 0.28  0.2284
H: -0.32 1.15 1.30  0.2610
H: 0.34 -1.86 0.56  0.2893

***

[6]
The molecule C3H6O2 in a non-equilibrium geometry, computed with ωB97M-V with the def2-TZVPD basis set.

## Properties
- SMILES: CCOC=O
- Spin multiplicity: 1
- Energy above the lowest of the compared OMol25 structures with the same formula, charge and spin: 315.4 kJ/mol
- Calculated total energy: -7300.4092 eV
- Molecular weight: 74.08 g/mol
- E_LUMO: 0.038 Ha

Each line ends with the Mulliken charge.
Cartesian coordinates (Å):
C: -1.50 0.47 0.56  -1.1218
C: -0.30 -0.31 0.07  -0.2075
O: 0.75 0.68 -0.20  -0.3708
C: 1.89 0.17 -0.63  0.0122
O: 2.05 -1.08 -0.79  -0.4906
H: -1.83 1.18 -0.21  0.3017
H: -2.32 -0.22 0.77  0.3602
H: -1.26 1.03 1.46  0.3008
H: -0.51 -0.87 -0.84  0.2930
H: 0.06 -1.02 0.82  0.2923
H: 2.95 -0.01 -1.02  0.6305